Computed, not measured: 2 unconnected molecules or ions with the total composition C6H14O in a non-equilibrium geometry, with ωB97M-V/def2-TZVPD.

CARTESIAN COORDINATES (ANGSTROEM)
1 C 1.95881 -1.05568 -0.62327
2 C 0.99204 -0.82246 -1.84295
3 C -0.49478 -1.02442 -1.33649
4 C -1.13330 0.11941 -0.40156
5 C 0.37954 2.17647 -0.80563
6 C -0.75289 1.50605 -1.08651
7 H 2.94076 -0.65787 -0.71944
8 H 1.63043 -0.80451 0.29941
9 H 2.06181 -2.16376 -0.46786
10 H 1.15767 -1.51473 -2.60145
11 H 1.20167 0.27232 -2.04829
12 H -1.07210 -1.20081 -2.26239
13 H -0.42105 -1.91300 -0.62788
14 H -2.21884 -0.04135 -0.20426
15 H -0.60400 0.36160 0.64708
16 H 1.29043 1.84151 -0.30871
17 H 0.46652 3.20422 -1.01901
18 H -1.72528 1.98665 -1.36407
19 H -2.02380 -0.79214 5.24360
20 H -1.54248 0.65565 5.63719
21 O -2.09115 -0.13316 5.89246

The energy above the lowest of the compared OMol25 structures with the same formula, charge and spin is 1.973 eV. As for the charge: -1. Its HOMO energy (spin up / spin down) is 1.048 / -5.832 eV. As for the orbital gap (spin up / spin down): 0.1015 / 0.3534 Ha. The total energy comes out at -8492.946 eV. The spin multiplicity is 2. Its expectation value of S² is 0.75.